(1)
C11H13NO2 | ωB97M-V with the def2-TZVPD basis set

HOMO-LUMO gap   9.6931 eV
E_LUMO   0.26 eV
SMILES   N#C[C@H](O)CCOCc1ccccc1
F_max   9.02 eV Å⁻¹
HOMO energy   -9.43 eV
Net charge   0
Energy   -631.90913 hartree

Each atom is followed by the atoms it is bonded to, with distances in Å.
Geometry (Å):
1 N 4.0321 2.9794 1.2895  C2 1.220
2 C 2.9478 2.4441 1.1314  N1 1.220, C3 1.405
3 C 1.8739 1.6364 0.7194  C2 1.405, O4 1.505, C5 1.644, H15 1.131
4 O 0.6562 2.0633 -0.0547  C3 1.505, H16 1.058
5 C 1.2868 0.8873 2.0596  C3 1.644, C6 1.529, H17 1.269, H18 1.095
6 C 0.1810 -0.1416 1.8188  C5 1.529, O7 1.501, H19 1.130, H20 1.077
7 O 0.4646 -1.5573 1.4084  C6 1.501, C8 1.443
8 C -0.5954 -2.2349 0.7021  O7 1.443, C9 1.479, H21 1.223, H22 1.069
9 C -0.7987 -1.4078 -0.5065  C8 1.479, C10 1.405, C14 1.550
10 C -2.1731 -1.2737 -0.7684  C9 1.405, C11 1.515, H23 1.192
11 C -2.6008 -0.5517 -2.0303  C10 1.515, C12 1.273, H24 1.179
12 C -1.7264 -0.1631 -2.8707  C11 1.273, C13 1.605, H25 1.155
13 C -0.2047 0.1381 -2.4607  C12 1.605, C14 1.418, H26 1.099
14 C 0.1785 -0.4420 -1.2243  C9 1.550, C13 1.418, H27 1.173
15 H 2.5333 0.9499 0.1088  C3 1.131
16 H 0.4987 1.2834 -0.7528  O4 1.058
17 H 2.0506 0.7124 3.0579  C5 1.269
18 H 0.7634 1.7666 2.4491  C5 1.095
19 H -0.5950 0.4195 1.2186  C6 1.130
20 H -0.4521 -0.3364 2.6675  C6 1.077
21 H -1.3361 -1.9552 1.6344  C8 1.223
22 H -0.2446 -3.2424 0.6410  C8 1.069
23 H -2.6351 -2.0937 -0.0368  C10 1.192
24 H -3.7388 -0.5625 -2.3375  C11 1.179
25 H -2.2330 0.2244 -3.8337  C12 1.155
26 H 0.5746 0.6334 -3.0573  C13 1.099
27 H 1.2924 -0.1757 -0.9728  C14 1.173

***

(2)
C8H32N11O11 | ωB97M-V with the def2-TZVPD basis set

HOMO-LUMO gap   9.0111 eV
E_LUMO   2.48 eV
F_max   7.99 eV Å⁻¹
HOMO energy   -6.53 eV
Net charge   -1
Energy   -1754.02736 hartree

Each atom is followed by the atoms it is bonded to, with distances in Å.
Geometry (Å):
1 N -0.1965 0.4815 -0.5929  O2 1.210, O3 1.295, O4 1.221
2 O 0.8032 1.1610 -0.5293  N1 1.210
3 O -0.3471 -0.1319 -1.7230  N1 1.295
4 O -0.8485 0.3175 0.4267  N1 1.221
5 C 1.2047 4.3819 -0.0239  O6 1.381, H7 1.090, H8 1.090, H9 1.090
6 O 1.1596 5.7514 -0.1923  C5 1.381, H10 0.960
7 H 0.9240 3.9508 -0.9849  C5 1.090
8 H 2.1999 3.9751 0.1557  C5 1.090
9 H 0.4665 4.0963 0.7255  C5 1.090
10 H 1.9193 6.1031 -0.6622  O6 0.960
11 C 1.0434 2.3667 -3.7708  O12 1.433, H13 1.090, H14 1.090, H15 1.090
12 O 1.8945 1.3904 -3.1584  C11 1.433, H16 0.960
13 H 0.6059 1.9965 -4.6980  C11 1.090
14 H 0.1753 2.5487 -3.1373  C11 1.090
15 H 1.3404 3.3572 -4.1154  C11 1.090
16 H 1.4233 0.8498 -2.5202  O12 0.960
17 C 2.8174 1.7931 2.6351  O18 1.451, H19 1.090, H20 1.090, H21 1.090
18 O 3.0884 1.5258 1.2351  C17 1.451, H22 0.960
19 H 3.7157 1.7736 3.2521  C17 1.090
20 H 2.2659 2.7328 2.6674  C17 1.090
21 H 2.1223 1.0589 3.0422  C17 1.090
22 H 2.2450 1.4242 0.7878  O18 0.960
23 C -4.2153 2.3282 2.7989  O24 1.199, N25 1.331, N26 1.365
24 O -5.1062 1.5962 2.4703  C23 1.199
25 N -4.5213 3.4197 3.4959  C23 1.331, H27 1.010, H28 1.010
26 N -2.8634 2.1443 2.7456  C23 1.365, H29 1.010, H30 1.010
27 H -5.4752 3.6852 3.6953  N25 1.010
28 H -3.7780 4.0163 3.8299  N25 1.010
29 H -2.6470 1.2474 2.3347  N26 1.010
30 H -2.1415 2.7420 3.1221  N26 1.010
31 C 0.4267 -1.1334 3.4647  O32 1.196, N33 1.316, N34 1.324
32 O 1.2525 -1.1573 4.3291  C31 1.196
33 N 0.2621 -2.1936 2.7032  C31 1.316, H35 1.010, H36 1.010
34 N -0.3501 -0.1138 3.1330  C31 1.324, H37 1.010, H38 1.010
35 H 0.8271 -3.0042 2.9125  N33 1.010
36 H -0.5274 -2.3187 2.0858  N33 1.010
37 H -0.7731 -0.2170 2.2217  N34 1.010
38 H -0.0979 0.7782 3.5340  N34 1.010
39 C -2.7011 -2.1733 -3.0996  O40 1.213, N41 1.311, N42 1.305
40 O -3.5855 -2.9372 -3.4249  C39 1.213
41 N -2.8981 -1.2331 -2.2073  C39 1.311, H43 1.010, H44 1.010
42 N -1.4984 -2.1022 -3.6003  C39 1.305, H45 1.010, H46 1.010
43 H -3.7303 -1.1017 -1.6503  N41 1.010
44 H -2.0763 -0.7576 -1.8628  N41 1.010
45 H -0.8937 -1.3801 -3.2355  N42 1.010
46 H -1.1906 -3.0042 -3.9347  N42 1.010
47 C -1.2963 -3.8164 0.2201  O48 1.199, N49 1.316, N50 1.315
48 O -2.3274 -3.2560 0.4639  C47 1.199
49 N -0.1870 -3.1453 -0.0077  C47 1.316, H51 1.010, H52 1.010
50 N -1.1344 -5.1082 0.4035  C47 1.315, H53 1.010, H54 1.010
51 H -0.3322 -2.2543 -0.4605  N49 1.010
52 H 0.6930 -3.5925 -0.2218  N49 1.010
53 H -1.7962 -5.7904 0.7451  N50 1.010
54 H -0.1829 -5.3551 0.1719  N50 1.010
55 C 2.8938 -2.3687 -1.5759  O56 1.238, N57 1.247, N58 1.276
56 O 2.4716 -2.7450 -0.4745  C55 1.238
57 N 3.8873 -2.9237 -2.0852  C55 1.247, H59 1.010, H60 1.010
58 N 2.4648 -1.3892 -2.2712  C55 1.276, H61 1.010, H62 1.010
59 H 4.3596 -3.5364 -1.4357  N57 1.010
60 H 4.1407 -2.7684 -3.0504  N57 1.010
61 H 1.6607 -0.8470 -1.9894  N58 1.010
62 H 2.9642 -1.1379 -3.1124  N58 1.010

***

(3)
C9H19N2S | ωB97M-V with the def2-TZVPD basis set

HOMO-LUMO gap   8.2030 eV
E_LUMO   -4.12 eV
F_max   4.00 eV Å⁻¹
HOMO energy   -12.32 eV
Net charge   +1
Energy   -861.68063 hartree

Each atom is followed by the atoms it is bonded to, with distances in Å.
Geometry (Å):
1 C -0.4482 -0.2113 1.4861  C2 1.295, C4 1.523, C6 1.489
2 C -0.9637 -1.3930 1.3619  C1 1.295, C7 1.529, H30 1.118
3 C 1.9455 -0.2918 0.3498  C4 1.615, N11 1.478, H13 1.149, H14 1.130
4 C 1.0476 0.0172 1.6555  C1 1.523, C3 1.615, C8 1.470, H15 1.128
5 C 0.9773 0.8234 -1.6440  N11 1.296, S12 1.659, H16 1.104
6 C -1.2007 1.0648 1.6399  C1 1.489, H17 1.101, H18 1.091, H19 1.107
7 C -2.4009 -1.8878 1.5265  C2 1.529, H20 1.085, H21 1.089, H22 1.038
8 C 1.6015 -0.7265 2.7957  C4 1.470, H23 1.044, H24 1.164, H25 1.091
9 C -0.8032 0.5935 -4.4648  N10 1.514, H26 1.170, H27 1.173, H28 1.089
10 N -0.5138 1.7847 -3.5761  C9 1.514, S12 1.709, H29 0.950
11 N 1.9176 0.6803 -0.7634  C3 1.478, C5 1.296, H31 1.010
12 S 0.9960 2.0057 -2.8074  C5 1.659, N10 1.709
13 H 3.0680 -0.4353 0.5499  C3 1.149
14 H 1.5102 -1.2908 0.0515  C3 1.130
15 H 1.1494 1.1225 1.8560  C4 1.128
16 H 0.0465 0.2296 -1.6324  C5 1.104
17 H -1.2847 1.2705 2.7182  C6 1.101
18 H -2.1885 0.8223 1.2462  C6 1.091
19 H -0.7681 1.9111 1.0732  C6 1.107
20 H -2.6043 -1.8550 2.5914  C7 1.085
21 H -2.5846 -2.8653 1.0826  C7 1.089
22 H -3.1090 -1.2418 1.1282  C7 1.038
23 H 1.4851 -0.1584 3.6635  C8 1.044
24 H 2.7056 -1.0380 2.5996  C8 1.164
25 H 1.0231 -1.6484 2.8761  C8 1.091
26 H -0.6734 1.0056 -5.5520  C9 1.170
27 H -0.0835 -0.2772 -4.1476  C9 1.173
28 H -1.8372 0.2653 -4.3715  C9 1.089
29 H -0.6071 2.6289 -4.0015  N10 0.950
30 H -0.1537 -2.1547 1.4825  C2 1.118
31 H 2.7511 1.2499 -0.7734  N11 1.010